C26H36AsClIO2P2V | wB97M-V/def2-TZVPD

Summary:
- LUMO (alpha / beta): -8.25 / -8.25 eV
- Orbital gap (alpha / beta): 4.957 / 4.950 eV

The geometry in ORCA input format:
```
! RIJCOSX wB97M-V def2-TZVPD def2/J DEFGRID3
* xyz 2 3
C -4.00251 -6.13212 -1.69875
C -2.72810 -5.75726 -1.23160
H -4.03693 -7.23673 -1.71932
H -4.17291 -5.72681 -2.71060
H -4.78777 -5.73829 -1.03239
O -1.65327 -5.45636 -0.82646
I -4.55188 -2.16238 -1.87612
V -2.20501 -1.91159 -1.01134
P -2.12307 -1.32249 1.53407
C -0.73324 -1.57095 2.71642
C -2.70443 0.37216 2.02490
H -2.99753 0.41000 3.09500
H -3.67095 -2.01872 3.26605
H -3.56801 0.61433 1.38143
H -4.30960 -2.39091 1.61472
H 0.17822 -1.06981 2.34543
H -1.91410 1.11466 1.80333
C -3.42782 -2.39260 2.26301
H -1.00585 -1.21208 3.73222
H -3.01782 -3.40682 2.29403
H -0.53191 -2.65329 2.73241
P -0.47021 -1.37693 -2.90163
C 1.37706 -1.39801 -2.80366
C -0.83234 -2.60935 -4.18813
H -1.74202 0.55591 -3.61638
H -0.52132 0.10153 -4.89537
H -0.01848 1.00259 -3.40064
C -0.70362 0.23351 -3.80897
H -1.91860 -2.71408 -4.28165
H -0.37749 -2.28770 -5.13482
H 1.83252 -1.31962 -3.81141
H 1.66132 -2.34604 -2.32551
H -0.40823 -3.55818 -3.84494
H 1.71542 -0.57644 -2.15163
Cl -2.55508 0.49648 -1.15201
O 0.50546 -0.31305 0.07030
As 1.26300 1.09054 0.61987
C 2.63621 1.65091 -0.66470
C 2.61424 2.96403 -1.14526
C 3.60248 3.37884 -2.04038
C 4.60367 2.49315 -2.45328
C 4.61908 1.17662 -1.97221
C 3.63345 0.75544 -1.06821
C -0.05789 2.48057 0.59609
C -0.18159 3.42989 1.61101
C -1.23831 4.35522 1.59927
C -2.15319 4.35357 0.53319
C -1.95550 3.48902 -0.53441
C -0.88319 2.59064 -0.52600
C 2.08866 0.83202 2.36978
C 1.46317 1.27669 3.54142
C 2.12547 1.15556 4.77018
C 3.40670 0.58629 4.82811
C 4.01913 0.11955 3.65077
C 3.35728 0.24872 2.42213
H 1.83816 3.65171 -0.80959
H 3.57087 4.41038 -2.38584
H 5.38423 2.84161 -3.13150
H 5.39844 0.46996 -2.26987
H 3.61817 -0.26606 -0.66884
H 0.56368 3.44133 2.40530
H -1.35179 5.06317 2.42442
H -3.02451 5.01137 0.52840
H -2.64040 3.47259 -1.38537
H -0.70143 1.94272 -1.38643
H 0.46838 1.71238 3.48760
H 1.61062 1.51894 5.66065
H 3.91785 0.50604 5.79018
H 5.00561 -0.35310 3.66681
H 3.79933 -0.09284 1.48669
*
```

---

C3H10NO2 | wB97M-V/def2-TZVPD

Summary:
- LUMO: 4.34 eV
- Orbital gap: 7.375 eV

The geometry in ORCA input format:
```
! RIJCOSX wB97M-V def2-TZVPD def2/J DEFGRID3
* xyz -1 1
C -0.06479 -1.02050 -0.58696
O 1.18413 -0.64937 -0.33815
C -1.14959 0.02731 -0.19513
C -0.80719 0.66324 1.16223
N -1.49008 1.09058 -1.17720
H -0.40019 -1.92047 -0.00650
H -0.23637 -1.25709 -1.66299
H -2.09679 -0.48619 -0.05983
H 0.02602 1.35243 1.14255
H -1.67120 1.25842 1.44000
H -0.74896 -0.13549 1.89438
H -0.61343 1.34938 -1.61812
H -2.00229 0.61283 -1.91156
H 2.73024 -0.60131 0.23739
H 3.65386 0.07301 1.27611
O 3.68664 -0.35678 0.40379
*
```

---

C20H14BBrFINO4 | wB97M-V/def2-TZVPD

Summary:
- LUMO: -5.23 eV
- Orbital gap: 5.967 eV

The geometry in ORCA input format:
```
! RIJCOSX wB97M-V def2-TZVPD def2/J DEFGRID3
* xyz 1 1
C -1.27648 -0.07351 -2.28779
O -2.00288 0.63826 -1.24215
B -2.80415 1.71341 -1.79248
O -2.21540 2.99226 -2.12273
C -4.40450 1.38798 -1.95773
C -5.02023 0.82845 -3.29266
C -6.55266 0.53875 -3.24629
F -7.14891 -0.00203 -4.40637
N -7.33111 0.77090 -2.06264
I -9.35464 0.27181 -2.19245
C -6.79300 1.28733 -0.80561
Br -7.95023 1.52174 0.77782
C -5.29262 1.63461 -0.68129
H -0.17847 0.28572 -2.22364
H -1.69818 0.07658 -3.34546
H -1.31924 -1.19922 -2.07491
H -1.64604 3.18792 -1.33005
H -4.38066 0.64010 -4.23048
H -4.84386 2.03048 0.28737
C 7.14191 -0.71198 1.07048
C 7.00227 -1.88700 1.80609
C 5.73931 -2.31802 2.19748
C 4.61142 -1.56752 1.86405
C 4.75365 -0.37802 1.14829
C 6.02106 0.04255 0.74196
C 3.57058 0.45282 0.83081
O 3.69237 1.49049 0.20229
C 2.23675 0.00889 1.29580
C 1.11991 0.81025 1.05408
C -0.13912 0.39546 1.47520
C -0.28898 -0.82482 2.13073
C 0.82209 -1.62334 2.37839
C 2.08898 -1.20280 1.96952
C 3.27022 -2.04356 2.26950
O 3.14016 -3.10908 2.84678
H 8.12709 -0.38120 0.75764
H 7.87886 -2.46854 2.07278
H 5.63658 -3.23701 2.76597
H 6.13698 0.95982 0.17343
H 1.22915 1.76093 0.54095
H -1.00518 1.02263 1.29059
H -1.27273 -1.15168 2.45284
H 0.69993 -2.57083 2.89388
*
```

---

C5H12AgN6O9 | wB97M-V/def2-TZVPD

Summary:
- LUMO (alpha / beta): 4.91 / 4.91 eV
- Orbital gap (alpha / beta): 4.628 / 4.149 eV

The geometry in ORCA input format:
```
! RIJCOSX wB97M-V def2-TZVPD def2/J DEFGRID3
* xyz -2 2
Ag -9.09039 -3.25803 -13.40593
C -10.88913 -1.60553 -14.87446
O -10.75328 -1.45343 -13.59436
O -11.67125 -0.90367 -15.59076
O -10.15487 -2.58178 -15.39485
C -7.31637 -5.42991 -13.55363
O -8.06072 -5.03029 -14.52220
O -6.53946 -6.41674 -13.61358
O -7.41940 -4.73025 -12.46020
C -11.72109 -5.25183 -13.48733
O -10.90461 -4.77809 -12.71197
N -12.55662 -6.27938 -13.04013
N -11.92807 -4.85544 -14.76995
H -13.16580 -6.83523 -13.60442
H -12.44546 -6.50012 -12.06879
H -11.19998 -4.21272 -15.19752
H -12.48534 -5.48922 -15.31430
C -7.97454 -1.42605 -10.73462
O -8.85784 -1.93510 -11.35787
N -7.63637 -0.08628 -10.86638
N -7.21601 -2.13639 -9.82045
H -8.29025 0.42016 -11.43791
H -7.04474 0.35278 -10.18971
H -7.45305 -3.10249 -9.69424
H -6.37037 -1.78442 -9.41569
C -6.42785 -1.56869 -14.59334
O -7.31172 -1.91816 -13.86494
N -6.60697 -0.62741 -15.58180
N -5.19486 -2.22031 -14.61657
H -7.50959 -0.20932 -15.71866
H -5.80258 -0.26092 -16.05321
H -4.87695 -2.54676 -13.71826
H -4.44401 -1.90729 -15.20919
*
```

---

Number 1: total energy -157352.1321 eV. Number 2: total energy -8858.3802 eV. Number 3: total energy -112174.8238 eV. Number 4: total energy -36748.4493 eV.